50
Properties=species:S:1:pos:R:3:nbo_charge:R:1 method="wB97M-V/def2-TZVPD" lumo_energy_ev="-12.11 / -10.25" de_lowest_kj_mol=0.00 homo_ha="-0.6223 / -0.6223" charge=+3 fmax_ev_per_a=0.44
Pb -0.29 0.31 0.15 1.423
O -2.69 -3.34 -0.83 -0.274
C -1.93 -2.37 -0.93 0.632
N -1.46 -1.73 0.17 -0.756
C -1.87 -2.36 1.30 0.641
O -2.63 -3.33 1.25 -0.275
C -1.33 -1.86 2.59 0.072
C -1.58 -2.52 3.77 -0.153
C -1.02 -2.00 4.94 -0.112
C -0.25 -0.86 4.86 -0.193
C -0.05 -0.26 3.62 0.061
N -0.58 -0.74 2.50 -0.508
C -1.48 -1.88 -2.25 0.077
C -1.81 -2.55 -3.41 -0.155
C -1.34 -2.04 -4.62 -0.116
C -0.55 -0.91 -4.60 -0.192
C -0.27 -0.30 -3.38 0.059
N -0.71 -0.77 -2.22 -0.498
H -2.18 -3.42 3.77 0.270
H -1.19 -2.49 5.89 0.265
H 0.20 -0.43 5.74 0.262
H 0.55 0.64 3.53 0.217
H -2.42 -3.44 -3.37 0.269
H -1.58 -2.54 -5.55 0.264
H -0.16 -0.48 -5.52 0.261
H 0.34 0.59 -3.34 0.210
Se -1.10 4.85 1.26 1.119
N -2.83 4.94 1.00 -0.552
C -3.24 3.74 0.64 0.114
C -4.59 3.37 0.34 -0.084
C -4.82 2.08 -0.01 -0.268
C -3.74 1.15 -0.07 0.147
N -2.49 1.44 0.19 -0.573
C -2.22 2.74 0.55 0.250
N -0.99 3.12 0.84 -0.713
H -5.37 4.11 0.40 0.270
H -5.81 1.73 -0.24 0.265
H -3.96 0.12 -0.34 0.212
Br 6.40 -1.97 0.84 0.466
C 6.04 -0.45 -0.07 -0.078
C 7.16 0.29 -0.55 -0.155
C 6.95 1.45 -1.24 -0.169
C 5.64 1.90 -1.45 0.015
C 4.52 1.19 -0.99 -0.259
C 4.69 0.01 -0.31 -0.136
I 3.06 -1.08 0.34 0.324
H 8.16 -0.08 -0.36 0.274
H 7.79 2.02 -1.62 0.276
H 5.48 2.83 -1.99 0.257
H 3.53 1.58 -1.17 0.246

47
Properties=species:S:1:pos:R:3:nbo_charge:R:1 method="wB97M-V/def2-TZVPD" lumo_energy_ev=0.02 homo_ha=-0.3174 fmax_ev_per_a=4.20 smiles="NC(=O)c1ccc(Cl)c(-c2ccc3c(c2)C(F)(F)CCN3C(=O)c2c(F)cccc2Cl)c1"
O -1.37 3.84 -5.11 -0.613
O 1.40 1.51 2.75 -0.575
F 2.70 -1.05 4.20 -0.315
F -1.70 -2.93 0.28 -0.340
F 0.37 -3.48 -0.16 -0.340
Cl -1.66 1.54 4.72 0.040
Cl 1.76 -2.06 -3.80 -0.001
C -1.11 2.92 -5.89 0.642
C 0.74 0.50 3.08 0.669
C 0.61 -0.66 7.21 -0.181
C 1.67 -1.01 6.36 -0.278
C -0.37 0.18 6.70 -0.241
C 0.69 -0.46 -5.73 -0.232
C 0.06 0.70 -6.30 -0.161
C 0.32 1.36 -1.17 -0.165
C -0.36 1.48 -4.07 -0.155
C 0.09 1.25 0.21 -0.197
C -0.04 -0.98 -1.46 -0.138
C 1.71 -0.60 5.04 0.423
C -0.38 0.57 5.35 -0.007
C 0.87 -0.60 -4.36 0.000
C -0.47 1.68 -5.45 -0.158
C 0.70 0.22 4.51 -0.202
C 0.24 0.23 -2.04 -0.086
C 0.29 0.36 -3.52 0.006
C 0.00 -0.02 0.78 0.178
C -0.13 -1.15 -0.06 -0.147
N -1.52 3.22 -7.16 -0.805
N -0.07 -0.18 2.17 -0.434
C -0.42 -2.53 0.44 0.688
C -0.82 -1.34 2.62 -0.218
C -0.17 -2.59 1.95 -0.461
H 0.57 -0.94 8.27 0.233
H 2.44 -1.74 6.73 0.239
H -1.09 0.55 7.42 0.233
H 1.11 -1.23 -6.38 0.233
H -0.01 0.83 -7.36 0.216
H 0.49 2.39 -1.51 0.225
H -0.75 2.24 -3.38 0.255
H 0.14 2.18 0.75 0.251
H -0.27 -1.84 -2.07 0.230
H -1.70 2.43 -7.78 0.372
H -2.17 3.99 -7.24 0.411
H -1.88 -1.23 2.32 0.216
H -0.84 -1.50 3.68 0.229
H 0.94 -2.57 2.18 0.228
H -0.60 -3.50 2.32 0.231

48
Properties=species:S:1:pos:R:3:nbo_charge:R:1 method="wB97M-V/def2-TZVPD" lumo_energy_ev="-4.26 / -4.26" de_lowest_kj_mol=10.42 homo_ha="-0.3980 / -0.3989" spin_multiplicity=2 charge=+1 fmax_ev_per_a=1.07
Co -0.98 -0.52 -0.87 1.048
O 1.84 5.93 -0.82 -0.361
N 2.66 5.03 -0.88 0.531
O 3.86 5.20 -0.90 -0.342
C 2.17 3.64 -0.93 0.061
C 3.13 2.68 -0.94 -0.127
C 2.80 1.30 -1.00 -0.089
C 3.78 0.28 -1.00 -0.080
C 3.37 -1.02 -1.08 -0.242
C 2.00 -1.30 -1.17 0.095
N 1.07 -0.37 -1.16 -0.485
C 1.46 0.92 -1.06 0.167
C 0.44 1.93 -1.03 0.237
N -0.83 1.48 -1.07 -0.486
C -1.83 2.34 -1.05 0.103
C -1.61 3.71 -0.98 -0.236
C -0.33 4.20 -0.93 -0.096
C 0.76 3.30 -0.97 -0.097
H 4.17 2.98 -0.91 0.271
H 4.82 0.55 -0.94 0.243
H 4.08 -1.84 -1.09 0.251
H 1.66 -2.32 -1.30 0.215
H -2.83 1.93 -1.12 0.231
H -2.45 4.39 -0.96 0.249
H -0.15 5.26 -0.88 0.272
S -3.24 -0.78 -1.25 -0.264
C -2.71 -2.43 -1.12 0.084
C -3.53 -3.56 -1.09 -0.256
C -2.93 -4.79 -0.93 -0.118
C -1.54 -4.88 -0.81 -0.274
C -0.81 -3.71 -0.84 0.057
N -1.37 -2.51 -1.00 -0.541
H -4.60 -3.44 -1.18 0.243
H -3.53 -5.69 -0.89 0.235
H -1.04 -5.83 -0.70 0.238
H 0.27 -3.75 -0.75 0.190
N 2.04 -2.44 4.36 -0.242
C 1.15 -1.88 3.90 0.247
C 0.07 -1.17 3.28 -0.191
C -0.92 -0.53 4.02 -0.086
C -1.93 0.13 3.33 -0.240
C -1.91 0.13 1.95 0.081
N -0.96 -0.49 1.24 -0.509
C 0.00 -1.12 1.89 0.090
H -0.90 -0.55 5.10 0.248
H -2.72 0.64 3.86 0.247
H -2.70 0.61 1.38 0.223
H 0.76 -1.63 1.30 0.209

58
Properties=species:S:1:pos:R:3:nbo_charge:R:1 method="wB97M-V/def2-TZVPD" lumo_energy_ev="4.24 / 4.25" de_lowest_kj_mol=29.57 homo_ha="-0.0852 / -0.0852" spin_multiplicity=2 charge=-2 fmax_ev_per_a=0.16
V -1.16 0.09 0.22 0.833
N -5.40 0.18 1.86 -0.808
C -4.20 -0.01 1.20 0.262
S -2.80 -0.26 2.12 -0.030
N -4.30 -0.02 -0.11 -0.449
N -3.09 -0.28 -0.69 -0.198
C -3.13 -0.75 -1.88 0.057
C -1.87 -1.05 -2.55 0.185
C -1.84 -1.64 -3.80 -0.235
C -0.61 -1.96 -4.35 -0.164
C 0.54 -1.70 -3.62 -0.253
C 0.42 -1.10 -2.37 0.113
N -0.76 -0.76 -1.86 -0.428
H -5.29 0.58 2.78 0.389
H -6.12 0.59 1.29 0.378
H -4.08 -0.93 -2.37 0.191
H -2.76 -1.84 -4.32 0.208
H -0.55 -2.42 -5.33 0.202
H 1.52 -1.96 -3.99 0.215
H 1.28 -0.89 -1.76 0.244
O 2.10 -1.09 3.06 -0.969
S 0.67 -0.90 2.98 2.452
O 0.10 -0.09 4.03 -0.996
O 0.24 -0.52 1.63 -0.978
C -0.04 -2.54 3.24 -0.209
C -0.17 -2.89 4.58 -0.208
C -0.68 -4.13 4.95 -0.225
C -1.07 -5.02 3.97 -0.230
C -0.96 -4.67 2.63 -0.190
C -0.44 -3.44 2.25 -0.341
S -0.39 -3.15 0.47 2.440
O -0.90 -4.39 -0.11 -1.003
O 0.96 -2.82 0.10 -0.966
O -1.38 -2.06 0.25 -0.982
H 0.12 -2.17 5.33 0.234
H -0.77 -4.38 6.00 0.196
H -1.48 -5.99 4.24 0.195
H -1.27 -5.35 1.85 0.244
S 0.88 3.34 -2.53 -0.253
C 0.13 2.27 -1.49 -0.512
S 0.90 1.27 -0.34 0.081
S -1.55 1.98 -1.40 0.029
F 0.33 6.81 6.74 -0.343
C -0.94 6.40 6.51 0.980
F -1.66 7.53 6.32 -0.340
F -1.36 5.87 7.69 -0.341
C -1.04 5.44 5.37 -0.230
C -0.59 4.13 5.54 -0.173
C -0.63 3.24 4.49 -0.222
C -1.13 3.64 3.23 0.060
C -1.58 4.96 3.08 -0.236
C -1.53 5.85 4.14 -0.178
C -1.17 2.70 2.17 -0.276
C -1.21 1.77 1.39 -0.129
H -0.21 3.81 6.50 0.211
H -0.29 2.22 4.60 0.263
H -1.95 5.27 2.12 0.219
H -1.88 6.87 4.01 0.210

65
Properties=species:S:1:pos:R:3:nbo_charge:R:1 method="wB97M-V/def2-TZVPD" lumo_energy_ev="1.75 / 1.38" de_lowest_kj_mol=0.00 homo_ha="-0.1819 / -0.2267" spin_multiplicity=3 charge=-1 fmax_ev_per_a=3.55
W -0.14 -1.06 0.16 1.752
C 3.46 -1.56 -2.60 -0.670
C 2.76 -0.26 -2.90 0.220
N 3.18 0.48 -3.89 -0.406
C 2.51 1.64 -4.13 -0.008
C 1.47 2.07 -3.42 -0.071
C 0.75 3.36 -3.72 -0.090
O -0.52 3.28 -4.43 -0.732
C 0.92 1.18 -2.48 -0.125
C -0.31 1.51 -1.85 0.179
N -0.79 0.88 -0.84 -0.523
C -2.17 1.25 -0.56 0.205
C -3.19 0.68 -1.30 -0.216
C -4.52 1.03 -1.07 -0.188
C -4.87 1.98 -0.08 -0.206
C -3.82 2.58 0.58 -0.218
C -2.50 2.30 0.25 -0.252
I -0.99 3.39 1.04 0.173
C 1.64 0.08 -2.13 0.343
O 1.34 -0.67 -1.07 -0.723
H 3.47 -1.75 -1.53 0.243
H 4.43 -1.41 -3.05 0.220
H 2.91 -2.44 -3.02 0.258
H 2.75 2.11 -5.03 0.178
H 1.46 4.03 -4.29 0.176
H 0.54 3.83 -2.81 0.187
H -0.38 3.40 -5.36 0.474
H -0.92 2.17 -2.46 0.215
H -2.97 -0.21 -1.89 0.257
H -5.29 0.44 -1.56 0.215
H -5.87 2.15 0.24 0.215
H -4.04 3.36 1.24 0.212
O -4.42 -2.80 4.06 -0.672
C -3.24 -2.80 4.67 0.781
O -3.14 -3.23 5.78 -0.588
C -2.05 -2.28 3.94 -0.249
C -0.74 -2.40 4.35 0.040
N 0.02 -1.99 3.37 -0.290
N -0.63 -1.55 2.31 -0.250
C -1.92 -1.79 2.59 0.077
C -2.84 -1.38 1.54 0.765
O -4.05 -1.39 1.69 -0.638
O -2.23 -1.16 0.41 -0.724
H -4.39 -2.42 3.18 0.512
H -0.30 -2.91 5.24 0.250
H 0.97 -1.67 3.35 0.450
F 3.24 -1.73 2.93 -0.351
C 3.47 -0.95 1.79 0.971
F 3.21 -1.74 0.75 -0.296
F 4.76 -0.67 1.76 -0.309
C 2.54 0.29 1.76 0.019
O 1.30 -0.26 1.57 -0.806
C 2.58 1.06 3.13 0.975
F 1.95 0.36 4.03 -0.310
F 3.80 1.42 3.57 -0.321
F 1.92 2.19 3.03 -0.314
C 2.93 1.26 0.61 0.975
F 3.64 2.26 1.10 -0.324
F 1.84 1.83 0.12 -0.308
F 3.61 0.73 -0.39 -0.303
O 0.42 -3.39 -2.95 -0.946
S -0.47 -3.31 -1.85 2.235
O -1.67 -4.15 -1.80 -0.941
O -0.96 -1.83 -1.61 -0.975
S 0.55 -3.40 -0.07 -0.431

55
Properties=species:S:1:pos:R:3:nbo_charge:R:1 method="wB97M-V/def2-TZVPD" lumo_energy_ev="1.92 / 2.05" de_lowest_kj_mol=94.86 homo_ha="-0.1704 / -0.1749" spin_multiplicity=2 charge=-1 fmax_ev_per_a=1.71
Fe 0.18 -0.33 0.88 0.910
S 0.15 -2.56 0.68 -0.090
C 1.81 -2.99 0.50 -0.200
C 2.14 -4.29 0.10 -0.160
C 3.45 -4.72 0.01 -0.171
C 3.73 -6.06 -0.41 0.296
N 3.96 -7.13 -0.75 -0.339
C 4.49 -3.83 0.33 -0.180
C 4.17 -2.53 0.72 -0.190
C 2.85 -2.09 0.79 -0.074
S 2.49 -0.47 1.27 -0.151
C 5.86 -4.23 0.26 0.308
N 6.97 -4.53 0.20 -0.347
H 1.33 -4.97 -0.14 0.228
H 4.97 -1.84 0.97 0.223
O 0.59 1.50 1.49 -0.596
N 0.23 1.85 2.72 0.004
C 0.30 3.16 3.02 0.042
C -0.02 3.62 4.27 -0.285
C -0.42 2.69 5.24 -0.179
C -0.47 1.36 4.91 -0.229
C -0.15 0.91 3.61 0.017
S -0.20 -0.72 3.12 0.033
H 0.61 3.78 2.19 0.231
H 0.04 4.68 4.48 0.223
H -0.68 3.01 6.24 0.216
H -0.78 0.61 5.62 0.230
Br -4.07 4.84 -3.00 0.039
C -4.03 3.63 -1.54 -0.137
C -5.10 3.60 -0.65 0.006
N -5.14 2.79 0.39 -0.411
C -4.11 1.97 0.58 0.061
C -3.00 1.94 -0.26 -0.161
C -2.95 2.80 -1.34 -0.162
C -1.85 1.00 0.01 0.744
O -0.81 1.13 -0.66 -0.724
O -1.98 0.12 0.90 -0.709
H -5.95 4.27 -0.80 0.196
H -4.14 1.29 1.42 0.220
H -2.09 2.79 -2.00 0.252
C -2.29 -1.76 -3.68 -0.597
C -1.26 -0.85 -4.34 -0.439
C -0.18 -0.46 -3.39 0.055
N 0.16 -1.15 -2.36 -0.248
N 1.16 -0.58 -1.61 -0.372
C 1.57 0.54 -2.11 0.261
N 2.60 1.27 -1.57 -0.819
S 0.74 1.02 -3.55 0.303
H -3.08 -2.02 -4.39 0.198
H -2.74 -1.27 -2.82 0.218
H -1.83 -2.68 -3.33 0.229
H -1.74 0.05 -4.72 0.209
H -0.81 -1.35 -5.21 0.215
H 2.82 0.94 -0.63 0.421
H 2.50 2.27 -1.64 0.382

50
Properties=species:S:1:pos:R:3:nbo_charge:R:1 method="wB97M-V/def2-TZVPD" lumo_energy_ev="-2.97 / -3.05" de_lowest_kj_mol=306.99 homo_ha="-0.2685 / -0.2574" fmax_ev_per_a=5.35
Pt 0.16 0.28 -0.05 0.653
Cl 2.99 0.95 -0.17 0.023
C 2.06 2.41 -0.15 -0.101
C 0.68 2.24 -0.09 -0.260
C -0.09 3.40 -0.09 -0.005
Cl -1.80 3.27 -0.09 0.026
C 0.50 4.67 -0.12 -0.121
Cl -0.49 6.07 -0.09 0.053
C 1.88 4.79 -0.18 -0.096
Cl 2.61 6.34 -0.24 0.058
C 2.68 3.65 -0.20 -0.081
Cl 4.39 3.78 -0.27 0.055
N -4.31 -0.25 0.16 -0.783
C -2.99 -0.59 0.23 0.528
O -2.18 0.25 -0.26 -0.618
C -2.66 -1.82 0.80 -0.263
I -2.46 -3.27 -1.57 -0.122
H -4.53 0.55 -0.42 0.415
H -5.01 -0.96 0.26 0.390
H -3.42 -2.42 1.26 0.221
H -1.64 -2.01 1.10 0.256
N -0.09 0.32 7.27 -0.325
C -0.05 0.37 6.12 0.286
C 0.01 0.42 4.71 -0.220
C 0.97 -0.33 4.04 -0.156
C 1.02 -0.30 2.66 -0.289
C 0.10 0.46 1.95 -0.014
C -0.86 1.20 2.61 -0.317
C -0.91 1.19 3.99 -0.144
H 1.68 -0.92 4.60 0.222
H 1.77 -0.89 2.14 0.223
H -1.58 1.78 2.06 0.230
H -1.66 1.76 4.52 0.222
C 0.74 -4.03 -0.81 -0.716
C 0.34 -2.60 -1.05 0.648
O 0.21 -1.88 -0.04 -0.648
C 0.53 -2.03 -2.40 -0.218
C 0.41 -0.65 -2.60 -0.009
C 0.71 -0.07 -3.81 -0.224
C 1.11 -0.86 -4.88 -0.167
C 1.20 -2.23 -4.71 -0.208
C 0.92 -2.81 -3.49 -0.157
H 0.41 -4.34 0.18 0.245
H 1.83 -4.07 -0.83 0.248
H 0.34 -4.71 -1.55 0.232
H 0.01 0.01 -1.80 0.127
H 0.61 1.00 -3.94 0.234
H 1.34 -0.41 -5.83 0.225
H 1.49 -2.86 -5.53 0.222
H 1.00 -3.88 -3.39 0.220

54
Properties=species:S:1:pos:R:3:nbo_charge:R:1 method="wB97M-V/def2-TZVPD" lumo_energy_ev="4.04 / 4.04" de_lowest_kj_mol=56.31 homo_ha="-0.0939 / -0.0971" spin_multiplicity=2 charge=-2 fmax_ev_per_a=0.63
Co -0.34 1.28 -0.48 1.067
S 3.72 0.64 1.14 0.323
C 2.65 0.39 2.46 -0.420
C 1.34 0.55 2.11 -0.275
C 1.14 0.87 0.72 -0.202
C 2.36 0.94 0.10 -0.363
C 2.40 1.33 -1.29 0.230
C 3.54 1.35 -2.11 -0.270
C 3.41 1.74 -3.43 -0.162
C 2.17 2.10 -3.91 -0.307
C 1.08 2.05 -3.05 0.077
N 1.18 1.67 -1.78 -0.471
H 3.05 0.17 3.44 0.215
H 0.54 0.45 2.83 0.221
H 4.49 1.05 -1.68 0.212
H 4.28 1.74 -4.08 0.199
H 2.02 2.41 -4.94 0.210
H 0.08 2.30 -3.37 0.247
O -1.61 4.00 2.52 -0.747
C -1.45 3.00 1.80 0.787
O -0.90 2.96 0.68 -0.769
C -2.02 1.68 2.40 -0.261
C -2.51 1.77 3.67 -0.128
C -3.08 0.66 4.33 -0.094
C -3.18 -0.56 3.70 -0.127
C -2.71 -0.69 2.41 -0.144
C -2.06 0.40 1.69 0.537
O -1.57 0.22 0.56 -0.672
N -2.86 -2.02 1.82 0.533
O -3.25 -2.94 2.54 -0.459
O -2.68 -2.16 0.62 -0.393
N -3.58 0.78 5.68 0.534
O -4.12 -0.19 6.21 -0.451
O -3.44 1.85 6.26 -0.425
H -2.47 2.73 4.15 0.270
H -3.63 -1.40 4.20 0.260
Cl -1.93 1.51 -2.11 -0.762
C -1.93 -1.82 -3.15 -0.831
S -0.41 -1.09 -3.74 1.289
O -0.02 -1.84 -4.99 -1.019
C 0.66 -1.69 -2.44 -0.282
C 1.96 -1.98 -2.83 -0.166
C 2.88 -2.41 -1.88 -0.241
C 2.50 -2.55 -0.55 -0.216
C 1.20 -2.27 -0.17 -0.186
C 0.27 -1.82 -1.10 -0.224
H -1.78 -2.88 -2.99 0.222
H -2.66 -1.64 -3.95 0.230
H -2.26 -1.30 -2.25 0.280
H 2.23 -1.88 -3.87 0.225
H 3.90 -2.63 -2.18 0.197
H 3.23 -2.87 0.19 0.205
H 0.90 -2.36 0.87 0.223
H -0.73 -1.60 -0.78 0.275

46
Properties=species:S:1:pos:R:3:nbo_charge:R:1 method="wB97M-V/def2-TZVPD" lumo_energy_ev=-3.36 de_lowest_kj_mol=0.00 homo_ha=-0.2224 fmax_ev_per_a=2.52
F 1.89 -5.85 -3.89 -0.326
C 1.68 -5.55 -2.56 0.398
C 2.24 -6.39 -1.60 -0.241
C 1.99 -6.09 -0.25 -0.197
C 1.18 -5.02 0.10 -0.156
C 0.57 -4.21 -0.89 -0.107
C -0.37 -3.20 -0.53 -0.025
C -0.90 -2.29 -1.43 -0.270
C -2.02 -1.51 -1.18 -0.041
C -2.61 -0.67 -2.18 -0.091
C -1.83 -0.19 -3.27 -0.254
C -2.47 0.54 -4.26 0.401
F -1.72 1.02 -5.31 -0.326
C -3.83 0.83 -4.24 -0.247
C -4.59 0.36 -3.16 -0.193
C -3.99 -0.37 -2.14 -0.172
C 0.89 -4.46 -2.26 -0.235
H 2.85 -7.24 -1.90 0.242
H 2.43 -6.72 0.53 0.230
H 0.97 -4.79 1.15 0.225
H -0.71 -3.16 0.51 0.223
H -0.43 -2.20 -2.42 0.210
H -2.54 -1.63 -0.23 0.223
H -0.76 -0.39 -3.32 0.236
H -4.28 1.40 -5.05 0.241
H -5.66 0.56 -3.12 0.228
H -4.57 -0.75 -1.30 0.222
H 0.48 -3.84 -3.05 0.232
N 3.24 7.85 5.54 -0.301
C 2.84 6.89 5.01 0.278
C 2.35 5.69 4.36 -0.174
C 3.11 5.07 3.37 -0.164
C 2.64 3.91 2.75 -0.216
C 1.40 3.38 3.11 -0.199
S 0.79 1.88 2.30 2.128
C -0.23 2.47 1.04 -0.801
Cl -1.02 1.43 0.04 0.091
O 1.99 1.26 1.76 -0.948
O 0.03 1.19 3.31 -0.945
C 0.64 3.99 4.11 -0.220
C 1.11 5.15 4.73 -0.155
H 4.08 5.48 3.08 0.231
H 3.24 3.42 1.98 0.253
H -0.32 3.54 0.89 0.232
H -0.32 3.56 4.40 0.249
H 0.52 5.64 5.50 0.230